This record from OMol25 describes an isolated molecule of C21H22ClN5 at a distorted geometry. The level of theory is ωB97M-V with the def2-TZVPD basis set.

Cartesian coordinates (Å):
C (3.12479, 4.10036, 3.76070)
C (2.00573, 3.20190, 3.30001)
C (0.67177, 3.19621, 3.89496)
C (-0.07697, 2.36849, 3.09514)
C (-1.55434, 2.18165, 3.33745)
N (0.76576, 1.86373, 2.11130)
C (0.45868, 0.97782, 1.02299)
C (1.08109, 1.16140, -0.20115)
C (0.75911, 0.35121, -1.36255)
C (1.51154, 0.57570, -2.64784)
C (0.86084, -0.24144, -3.79641)
C (3.01383, 0.15639, -2.42495)
C (1.45337, 2.05706, -3.06528)
N (-0.15023, -0.59153, -1.29819)
C (-0.73189, -0.82630, -0.05626)
C (-1.48462, -1.87489, 0.32599)
C (-2.08407, -3.00903, -0.44281)
C (-1.57243, -3.51214, -1.68714)
C (-2.20889, -4.60699, -2.23830)
C (-3.37214, -5.18023, -1.70999)
Cl (-4.04104, -6.62220, -2.40027)
C (-3.88348, -4.66493, -0.48710)
C (-3.25108, -3.57373, 0.10985)
C (-1.77132, -1.61814, 1.71901)
N (-1.11037, -0.58740, 2.16207)
N (-0.44611, -0.07342, 1.05654)
N (2.01356, 2.42330, 2.23252)
H (3.83225, 3.57676, 4.42386)
H (3.72201, 4.45953, 2.91013)
H (2.71314, 4.96924, 4.24341)
H (0.35233, 3.70572, 4.80039)
H (-1.79432, 1.26006, 3.89705)
H (-1.89223, 3.03486, 3.92210)
H (-2.09502, 2.18675, 2.36841)
H (1.83432, 1.91875, -0.24288)
H (1.40019, -0.08477, -4.72234)
H (0.77927, -1.27745, -3.59354)
H (-0.17943, 0.08229, -3.95549)
H (3.04165, -0.63536, -1.66684)
H (3.45908, -0.25797, -3.34098)
H (3.61908, 1.00521, -2.09396)
H (2.09236, 2.65113, -2.40574)
H (0.38821, 2.42330, -3.00557)
H (1.80264, 2.16925, -4.09223)
H (-0.64298, -3.13797, -2.10748)
H (-1.69650, -5.01739, -3.10147)
H (-4.69440, -5.19616, -0.00158)
H (-3.70383, -3.23436, 1.06472)
H (-2.31892, -2.23429, 2.38976)

Forces on atoms 1 to 3 (eV/Å):
C 0.69 -0.86 -0.87
C -1.95 -0.02 0.14
C 1.40 -0.46 -1.00

Calculated values
- strongest force on any atom (hartree/bohr) = 0.05955
- energy (eV) = -42106.0679
- SMILES string = Cc1cc(C)n(-c2cc(C(C)(C)C)nc3c(-c4ccc(Cl)cc4)cnn23)n1
- energy relative to the best compared isomer or geometry (same formula, charge and spin) (kcal/mol) = 7.38
- gap between HOMO and LUMO (Ha) = 0.293